Molecular formula: C3H7O2P
Method: DFT, ωB97M-V/def2-TZVPD

Structure (XYZ):
```
13
C3H7O2P ωB97M-V/def2-TZVPD
C -0.79181 -0.08259 0.03718
C -0.02681 1.08871 0.46871
C -1.74816 -0.57882 1.09363
O -1.16960 1.28340 -0.28978
O 2.77749 -0.87919 -1.41503
P 2.48595 0.75016 -1.30019
H -0.69383 -0.82757 -0.80681
H 0.15065 1.58656 1.47347
H -1.22247 -1.19598 1.71252
H -2.78920 -0.89818 0.63367
H -1.99161 0.23707 1.83788
H 2.77253 -1.48745 -0.70297
H 2.24687 1.00388 -2.74228
```

Results
net charge: 0
M: 106.06 g/mol
ΔE to the lowest compared entry with this formula, charge and spin: 131.5 kcal/mol
frontier orbital gap (alpha / beta): 7.78 / 8.15 eV

---

Molecular formula: C44H46FeN4O4S3
Method: DFT, ωB97M-V/def2-TZVPD

Structure (XYZ):
```
102
C44H46FeN4O4S3 ωB97M-V/def2-TZVPD
Fe 0.70699 -0.65823 1.61252
C 3.42952 0.57817 3.83734
C 4.19728 -0.73014 3.54203
O 3.32450 -1.76633 3.04392
C 3.67155 -2.64987 2.00131
C 3.05253 -3.91913 2.59616
O 1.62687 -3.83263 2.42616
C 0.90959 -4.11332 3.63055
C 1.07649 -2.99755 4.73102
O 0.33120 -1.85602 4.31386
C 0.31383 -0.79393 5.29184
C 1.44919 0.25922 5.26782
O 2.00829 0.36287 3.92760
H 3.56823 1.29937 3.06522
H 3.82190 1.02693 4.74355
H 4.62856 -1.07021 4.51930
H 4.97374 -0.55233 2.75174
H 4.79086 -2.75628 1.93564
H 3.20806 -2.36833 1.01561
H 3.32689 -4.00402 3.65467
H 3.41052 -4.78141 2.00949
H 1.22923 -5.09116 3.97495
H -0.12767 -4.15275 3.35757
H 2.12952 -2.74016 4.88577
H 0.71227 -3.45920 5.64270
H 0.19998 -1.14738 6.28114
H -0.59081 -0.15240 5.03758
H 2.24177 -0.06780 5.99754
H 1.04383 1.21618 5.59971
N -0.59261 0.54095 1.56607
S -1.39881 1.57362 0.83500
N -1.18488 1.95467 -0.71574
S -1.10995 1.03077 -2.01749
N -0.44127 -0.38403 -2.31426
S 0.78137 -1.14710 -1.58642
N 1.05051 -0.99720 -0.08860
C 0.42682 -2.72956 -2.15441
C 0.53822 -3.79617 -1.24477
C 0.41024 -5.07926 -1.74008
C 0.11033 -5.34141 -3.11637
C -0.16213 -4.24895 -3.93668
C -0.06324 -2.93716 -3.42357
C 2.23775 -0.60272 -2.43139
C 2.62618 -1.21722 -3.62346
C 3.93842 -1.03948 -4.03231
C 4.82116 -0.21974 -3.31513
C 4.35372 0.50458 -2.21184
C 3.09342 0.21250 -1.67102
C -2.77757 0.79143 -2.61994
C -3.42632 1.91309 -3.13433
C -4.63940 1.79253 -3.79914
C -5.27241 0.54925 -3.81029
C -4.64868 -0.55802 -3.23075
C -3.37382 -0.43256 -2.70658
C -0.40348 2.07950 -3.27187
C -0.64748 1.89694 -4.60666
C -0.07816 2.71061 -5.58522
C 0.87596 3.64374 -5.21572
C 1.18899 3.80573 -3.85537
C 0.56950 2.99896 -2.88980
C -3.11928 1.11344 1.03932
C -4.08084 2.05449 1.39761
C -5.35679 1.64305 1.74099
C -5.70556 0.26540 1.68320
C -4.72383 -0.65852 1.34979
C -3.40473 -0.24074 1.10755
C -1.19936 3.25361 1.53407
C -1.80775 4.34730 0.97420
C -1.78931 5.57371 1.62332
C -1.04228 5.73811 2.79150
C -0.29990 4.65392 3.25602
C -0.29278 3.46675 2.55761
H 0.74207 -3.59305 -0.19096
H 0.52038 -5.87223 -1.03900
H -0.01266 -6.32757 -3.52474
H -0.46664 -4.34717 -4.94740
H -0.45625 -2.09397 -3.99375
H 1.98066 -1.71812 -4.30580
H 4.17494 -1.48461 -4.99531
H 5.86142 -0.22183 -3.56095
H 4.95090 1.25523 -1.74586
H 2.76241 0.64250 -0.69297
H -2.90280 2.88741 -3.04618
H -5.05046 2.66319 -4.29377
H -6.30174 0.51030 -4.17647
H -5.02576 -1.56153 -3.20866
H -2.80960 -1.36112 -2.41898
H -1.35274 1.14074 -4.99468
H -0.36044 2.55890 -6.60102
H 1.34350 4.24999 -5.95193
H 1.86099 4.55779 -3.54292
H 0.84367 3.04030 -1.80113
H -3.86483 3.14518 1.53290
H -6.03714 2.44584 2.05010
H -6.71751 -0.06383 1.82319
H -4.87204 -1.74468 1.33766
H -2.61785 -1.01873 1.02979
H -2.21190 4.23206 -0.04998
H -2.42370 6.39665 1.26581
H -0.88536 6.70441 3.25939
H 0.25934 4.73173 4.17682
H 0.42457 2.68537 2.80542
```

Results
net charge: +3
2S+1: 6
<S²>: 8.77
M: 846.92 g/mol
ΔE to the lowest compared entry with this formula, charge and spin: 0.0 kcal/mol
frontier orbital gap (alpha / beta): 8.70 / 6.42 eV

---

Molecular formula: C4H8O
Method: DFT, ωB97M-V/def2-TZVPD

Structure (XYZ):
```
13
C4H8O ωB97M-V/def2-TZVPD
C -3.47961 1.19302 2.48204
C -3.13865 1.12188 1.19231
H -4.43455 1.67192 2.65707
H -2.80870 0.89784 3.27239
H -3.83474 1.52751 0.46120
H -2.20899 0.73470 0.81267
C 3.71589 -1.34233 -1.24853
C 2.35081 -1.21097 -1.33675
O 1.72860 -0.05928 -1.71639
H 4.13373 -2.32446 -1.03726
H 4.34497 -0.46310 -1.30745
H 1.59904 -1.92930 -1.62158
H 2.03220 0.18257 -2.60971
```

Results
net charge: +1
2S+1: 2
<S²>: 0.75
M: 72.11 g/mol
ΔE to the lowest compared entry with this formula, charge and spin: 76.0 kcal/mol
frontier orbital gap (alpha / beta): 5.79 / 2.00 eV

---

Molecular formula: C7H18S
Method: DFT, ωB97M-V/def2-TZVPD

Structure (XYZ):
```
26
C7H18S ωB97M-V/def2-TZVPD
C 0.95198 -2.60814 0.87483
C 0.50018 -1.81090 -0.34860
C 1.23767 -0.48055 -0.48359
C 0.79883 0.32992 -1.70116
C 1.54707 1.65750 -1.82018
H 2.03094 -2.82666 0.80634
H 0.76846 -2.02658 1.79392
H 0.40362 -3.56245 0.94698
H 0.67342 -2.41018 -1.26309
H -0.58645 -1.61175 -0.27755
H 1.06469 0.12059 0.42973
H 2.32456 -0.67782 -0.55582
H 0.97156 -0.27312 -2.61329
H -0.28832 0.52530 -1.62773
H 1.36841 2.27391 -0.92312
H 2.63089 1.47383 -1.91071
H 1.21042 2.22070 -2.70680
C -2.13364 -0.07185 1.97361
S -2.76561 0.67594 0.46261
C -1.81739 2.20552 0.51745
H -2.62467 -1.05122 2.10147
H -2.35649 0.55131 2.85600
H -1.04323 -0.22929 1.92041
H -2.04569 2.78945 1.42491
H -0.73242 2.00886 0.48933
H -2.08880 2.80767 -0.36593
```

Results
net charge: 0
structure (SMILES): CCCCC.CSC
M: 134.29 g/mol
ΔE to the lowest compared entry with this formula, charge and spin: 0.0 kcal/mol
frontier orbital gap: 9.55 eV

---

Molecular formula: H20O10
Method: DFT, ωB97M-V/def2-TZVPD

Structure (XYZ):
```
30
H20O10 ωB97M-V/def2-TZVPD
O -11.75486 -18.33741 12.19434
H -11.39368 -17.70416 12.82302
H -12.40932 -18.85634 12.71064
O -12.09387 -22.90450 12.28392
H -12.86139 -22.63605 11.76562
H -12.01036 -23.84924 12.12026
O -13.85676 -20.59293 10.61458
H -14.75738 -20.67826 10.26659
H -13.28713 -21.04622 9.96306
O -13.62364 -20.07250 13.35472
H -14.51156 -19.70612 13.41570
H -13.54865 -20.38821 12.43230
O -16.62802 -22.79106 7.57487
H -17.49570 -22.43800 7.35282
H -16.20997 -22.11597 8.12061
O -16.77521 -20.97994 10.16004
H -17.40502 -20.97436 9.43214
H -17.25267 -20.57875 10.89462
O -13.12923 -18.03706 9.36859
H -12.34391 -17.53815 9.61974
H -13.38505 -18.49844 10.17921
O -11.77428 -21.70954 9.01647
H -12.04701 -22.52307 8.57817
H -11.63467 -21.07640 8.29481
O -9.73547 -19.80375 10.70511
H -10.18077 -19.00575 11.03318
H -10.43906 -20.45167 10.58662
O -12.28843 -19.62813 6.99590
H -12.59150 -19.01738 6.31916
H -12.59537 -19.24669 7.83600
```

Results
net charge: 0
structure (SMILES): O.O.O.O.O.O.O.O.O.O
M: 180.15 g/mol
ΔE to the lowest compared entry with this formula, charge and spin: 48.1 kcal/mol
frontier orbital gap: 9.96 eV

---

Molecular formula: C16H29ClF5N2O10S2Y
Method: DFT, ωB97M-V/def2-TZVPD

Structure (XYZ):
```
66
C16H29ClF5N2O10S2Y ωB97M-V/def2-TZVPD
Y -27.06046 17.62045 29.70248
C -29.83536 18.44315 28.40578
O -29.61663 17.63612 29.59974
O -28.50308 18.76826 28.13204
C -30.70617 17.76575 27.30866
F -32.04152 17.89413 27.42623
F -30.49601 18.40059 26.17891
F -30.26902 16.48671 27.09336
C -30.74788 17.56817 30.52609
C -30.64323 16.29909 31.33090
H -30.58068 15.50562 30.58616
H -29.63401 16.26155 31.74097
H -31.47179 16.22162 32.03486
H -31.74947 17.61885 30.09908
H -30.80038 18.48161 31.11852
H -30.37685 19.24118 28.91375
Cl -27.22630 15.00637 29.69375
N -27.27249 18.60365 31.63384
S -27.65255 20.04493 32.20910
O -26.65714 21.04436 32.36564
O -28.80783 20.21055 33.04324
F -28.33270 20.35394 30.78433
S -26.64849 18.23002 33.21731
O -27.45508 17.65291 34.19120
O -25.47716 18.89937 33.68040
F -25.96243 16.79708 32.75788
O -24.72539 17.52751 30.34333
C -23.62750 17.39507 30.77118
O -22.94485 16.18984 30.73474
C -23.40110 15.02680 30.19618
C -24.16028 14.13670 31.22464
C -22.89925 18.59606 31.37318
H -22.54037 14.58860 29.69097
H -24.00284 15.44309 29.38828
H -24.90314 14.76610 31.71465
H -23.49089 13.65809 31.93947
H -24.71336 13.29658 30.80465
H -23.63031 19.23769 31.86507
H -22.40436 19.16625 30.58700
H -22.12859 18.24210 32.05795
O -25.66230 19.79408 29.10495
C -24.65807 20.34735 28.51259
O -23.84684 21.31204 29.03518
C -24.05192 21.88765 30.25163
C -23.50700 23.35875 30.40820
C -24.35759 20.01498 27.01054
H -23.51264 21.22131 30.92488
H -25.05956 21.81398 30.66069
H -22.61496 23.46273 29.79050
H -23.21301 23.60450 31.42862
H -24.25842 24.09983 30.13574
H -23.27038 19.94270 26.98143
H -24.70948 20.86722 26.42919
H -24.91661 19.14050 26.67756
C -25.66172 13.44587 26.29996
C -24.34370 14.06121 26.61464
C -24.41796 15.45588 26.03361
C -25.05421 16.35689 26.98727
N -25.57638 17.09169 27.70472
H -25.74661 12.44318 26.71890
H -25.88384 13.40401 25.23366
H -26.50913 14.02119 26.67278
H -23.53566 13.40410 26.29313
H -24.19029 14.16012 27.68925
H -24.97662 15.59363 25.10785
H -23.37524 15.76192 25.94892
```

Results
net charge: 0
M: 692.90 g/mol
frontier orbital gap: 8.04 eV

---

Molecular formula: C40H46Br2F9N2O30
Method: DFT, ωB97M-V/def2-TZVPD

Structure (XYZ):
```
129
C40H46Br2F9N2O30 ωB97M-V/def2-TZVPD
C -0.26955 0.97287 4.37472
C 0.13923 -0.55948 4.23027
N -0.99764 -1.49321 4.62809
C -1.43782 -2.09036 3.40010
C -0.59382 -3.15931 2.83902
N -0.95525 -3.75668 1.66228
Br 0.17300 -5.14711 1.05594
C -2.07214 -3.39288 0.94865
C -2.99879 -2.34870 1.41297
C -4.23547 -2.09472 0.50325
Br -5.80200 -3.20306 1.05991
C -4.59343 -0.58228 0.28038
C -4.98879 -0.24909 -1.23270
C -2.66956 -1.68990 2.69241
C -3.57873 -0.59183 3.31235
O -3.55153 0.53167 2.88933
O -4.41310 -0.81972 4.41301
C -5.63018 -1.44481 3.92103
C -6.92474 -1.04255 4.72969
O -6.83667 0.26068 5.32410
H -1.36117 1.13867 4.17272
H 0.01347 1.38021 5.38523
H 0.34177 1.54325 3.62347
H 0.45292 -0.74475 3.16544
H 1.03788 -0.78123 4.87160
H -1.71922 -0.87375 5.00491
H 0.33042 -3.51528 3.35734
H -2.30588 -3.92838 -0.00373
H -3.96498 -2.50789 -0.50980
H -3.68849 0.03785 0.49889
H -5.48104 -0.26419 0.89336
H -5.94447 0.33966 -1.27336
H -5.03718 -1.17947 -1.84846
H -4.20487 0.42845 -1.66487
H -5.50913 -2.56028 3.95206
H -5.78149 -1.07049 2.86890
H -7.25143 -1.83168 5.45388
H -7.75878 -0.97680 3.96641
H -6.78574 0.86213 4.55824
C -6.47837 -0.50336 -5.67606
C -6.04885 -1.87503 -5.24876
O -6.26991 -1.86033 -3.84863
C -7.30324 -0.98492 -3.65291
O -7.94020 -0.91332 -2.64962
O -7.51943 -0.21195 -4.74899
F -4.72632 -2.06656 -5.47559
H -5.68131 0.23679 -5.57319
H -6.84760 -0.48135 -6.70041
H -6.62177 -2.68778 -5.70143
C 3.43631 -3.80709 -1.11396
C 3.16565 -2.38227 -0.73535
O 3.76322 -1.65469 -1.79152
C 3.69586 -2.46770 -2.88767
O 3.85525 -2.09737 -4.00384
O 3.41674 -3.75311 -2.53784
F 3.78785 -2.05625 0.42293
H 4.41716 -4.15225 -0.77795
H 2.67561 -4.49067 -0.73618
H 2.10659 -2.12774 -0.66755
C 0.16053 1.64655 -0.75935
C -0.35651 0.26337 -1.01827
O 0.55978 -0.55634 -0.30790
C 1.00897 0.20643 0.73231
O 1.57944 -0.22884 1.68550
O 0.71902 1.51659 0.55144
F -0.28879 -0.04981 -2.33213
H 0.94429 1.94026 -1.46075
H -0.62636 2.39839 -0.77959
H -1.37080 0.08428 -0.64964
C 2.76950 -9.67512 2.55035
C 3.04914 -9.08882 1.19943
O 2.02585 -8.11191 1.06451
C 1.73477 -7.70738 2.32753
O 1.11791 -6.70973 2.58440
O 2.22701 -8.55593 3.25516
F 2.90137 -10.01044 0.22483
H 2.02820 -10.47619 2.51581
H 3.66815 -10.04973 3.03747
H 4.02713 -8.61052 1.10778
C -4.23911 4.49116 0.85492
C -3.99298 3.08422 0.40279
O -3.01448 3.24061 -0.60933
C -2.30611 4.36030 -0.27015
O -1.24681 4.64238 -0.73539
O -2.95263 5.09552 0.66345
F -5.10739 2.54022 -0.15030
H -4.98923 5.01332 0.23671
H -4.54827 4.54715 1.89756
H -3.60937 2.41901 1.18184
C 7.85171 -0.30195 -4.94750
C 7.36769 -1.69756 -5.19536
O 8.29152 -2.49142 -4.47114
C 8.71511 -1.71151 -3.43492
O 9.28155 -2.12315 -2.47500
O 8.39822 -0.40112 -3.63317
F 7.45544 -2.01990 -6.50832
H 8.63582 0.00180 -5.64489
H 7.04867 0.42807 -4.98432
H 6.35495 -1.89265 -4.83399
C 6.48743 1.68786 -1.87546
C 6.22655 3.11462 -1.49042
O 6.82956 3.84415 -2.53905
C 6.75919 3.03948 -3.63981
O 6.92197 3.41263 -4.75363
O 6.47019 1.75218 -3.29923
F 6.84928 3.43033 -0.32574
H 7.46480 1.33310 -1.53951
H 5.72126 1.00756 -1.50436
H 5.16770 3.37650 -1.42309
C -7.38467 8.36960 -1.37425
C -6.48657 7.56265 -2.26395
O -5.81915 6.71063 -1.34830
C -6.68473 6.53011 -0.31268
O -6.57563 5.66873 0.50696
O -7.68613 7.44246 -0.33142
F -5.57034 8.34582 -2.87599
H -6.88213 9.24187 -0.95071
H -8.29005 8.69843 -1.88197
H -7.01176 6.96036 -3.00910
C 9.62218 4.60450 2.40007
C 8.96177 3.26863 2.23021
O 8.54090 2.94925 3.54196
C 8.31293 4.14634 4.15922
O 7.70144 4.27201 5.16828
O 8.86895 5.17857 3.46565
F 9.85216 2.33131 1.82040
H 10.66949 4.51942 2.69903
H 9.56252 5.21757 1.50163
H 8.09910 3.27504 1.56032
```

Results
net charge: +1
M: 1365.58 g/mol
frontier orbital gap: 8.23 eV

---

Molecular formula: C2H4O2
Method: DFT, ωB97M-V/def2-TZVPD

Structure (XYZ):
```
8
C2H4O2 ωB97M-V/def2-TZVPD
C 1.00327 1.58241 -0.88150
O 1.18853 0.56649 -1.53801
H 1.77844 2.35123 -0.65024
H -0.02114 1.76330 -0.47736
C -0.99823 -1.58750 0.87590
O -1.52387 -0.63428 0.37870
H -1.46902 -2.16962 1.70352
H 0.04205 -1.87205 0.58900
```

Results
net charge: 0
structure (SMILES): C=O.C=O
M: 60.05 g/mol
ΔE to the lowest compared entry with this formula, charge and spin: 56.1 kcal/mol
frontier orbital gap: 10.99 eV

---

Molecular formula: C29H30CoNO3
Method: DFT, ωB97M-V/def2-TZVPD

Structure (XYZ):
```
64
C29H30CoNO3 ωB97M-V/def2-TZVPD
C 0.44691 1.94867 2.15495
C -0.44274 2.20830 1.03805
C -1.33323 1.07710 0.93265
H -0.57878 3.18455 0.57966
C -0.99547 0.15142 1.94994
C 0.10422 0.67262 2.68820
H -1.54947 -0.74949 2.20353
C 2.74257 1.02860 -1.63083
C 1.88584 2.13141 -1.28866
C 0.52506 1.74496 -1.63838
H 2.19188 3.14090 -1.03359
C 0.59954 0.45260 -2.28462
C 1.94887 0.02068 -2.23023
H -2.20933 1.03926 0.28890
H 0.56335 0.22180 3.56434
H 1.12103 2.68330 2.58713
H 2.31608 -0.91808 -2.64813
H -0.32865 2.42575 -1.67356
H 3.82271 1.01890 -1.51823
Co 1.02409 0.98158 0.23305
C -0.53502 -0.27086 -2.96711
C 0.01103 -1.06182 -4.16410
C -1.61656 0.69155 -3.47890
H 0.48060 -0.38008 -4.88417
H -0.81408 -1.58959 -4.64861
H 0.74957 -1.80589 -3.85272
H -1.18463 1.43202 -4.16440
H -2.12449 1.21843 -2.66218
H -2.36700 0.10985 -4.02778
C -1.16928 -1.21705 -1.90773
C -2.24941 -2.16531 -2.41755
H -1.59010 -0.60451 -1.09126
H -0.38305 -1.85014 -1.45946
O -2.40205 -2.47150 -3.60327
N -3.08332 -2.70099 -1.47723
C -3.16469 -2.41340 -0.05292
H -3.70487 -3.41464 -1.83460
C -4.03987 -1.22004 0.26630
C -4.26767 -0.90340 1.61003
H -3.85292 -1.55947 2.38219
C -5.00640 0.23006 1.95193
H -5.14172 0.48685 3.00418
C -5.56786 1.02853 0.94699
H -6.14772 1.91490 1.21138
C -5.38729 0.68625 -0.39726
H -5.82937 1.28690 -1.19501
C -4.63141 -0.44568 -0.74143
H -4.51767 -0.73935 -1.79057
H -2.15589 -2.25512 0.36101
H -3.57355 -3.30658 0.43917
O 3.39243 2.08584 1.36214
C 3.40354 0.84591 1.53022
O 2.46894 0.02575 1.10220
C 4.56187 0.22620 2.28731
C 4.60702 -1.14272 2.61661
C 5.68752 -1.65347 3.34931
C 6.73794 -0.80552 3.74192
C 6.70689 0.55553 3.40118
C 5.62699 1.05915 2.67266
H 3.79282 -1.79477 2.29218
H 5.72313 -2.71290 3.61816
H 7.58502 -1.20128 4.30446
H 7.52059 1.22449 3.69646
H 5.59749 2.11305 2.39612
```

Results
net charge: -1
2S+1: 4
<S²>: 3.78
M: 499.50 g/mol
ΔE to the lowest compared entry with this formula, charge and spin: 0.0 kcal/mol
frontier orbital gap (alpha / beta): 6.27 / 7.19 eV